[1]
This record from the Open Molecules 2025 dataset describes C25H60ClGaNO8P2 as an isolated structure. The level of theory is ωB97M-V with the def2-TZVPD basis set.

The value obtained for the maximum force is 3.38 eV/A. As for the HOMO energy: -3.572 eV. The calculation puts the calculated total energy at -4712.63021 Ha. The calculation puts the frontier orbital gap at 5.851 eV.

The geometry in ORCA input format:
```
! RIJCOSX wB97M-V def2-TZVPD def2/J DEFGRID3
* xyz -1 1
C -1.14599 0.91849 4.66039
C -1.55256 -0.48696 3.91000
C -3.08910 -0.43536 3.26522
C -3.20715 -1.40338 1.94221
C -3.69613 -0.58139 0.57001
C -3.42661 -1.60544 -0.68070
C -3.41289 -0.91055 -2.16408
C -2.83157 0.62089 -2.21457
Ga -0.80191 0.80406 -1.85774
C 0.30158 -0.27896 -3.23076
C 1.34254 -1.36861 -2.58528
C 0.83018 -2.90090 -3.01615
C -0.17647 -3.43132 -1.79038
N 0.53926 -4.33451 -0.79314
P -0.27833 3.09185 -2.28063
C -1.54154 4.23406 -1.36653
O 1.34441 3.40695 -1.62981
P -0.17844 0.43713 0.38771
O -0.94476 1.64525 1.44101
Cl 1.92922 0.86986 0.63962
H -0.35839 1.57211 4.06577
H -0.71521 0.72619 5.73798
H -2.15452 1.54075 4.76381
H -0.72947 -0.71259 3.08892
H -1.51679 -1.35868 4.70506
H -3.85208 -0.78049 4.08256
H -3.23475 0.67668 2.90433
H -2.09304 -1.75161 1.69196
H -3.81363 -2.39476 2.11591
H -3.06357 0.40284 0.55719
H -4.84648 -0.38684 0.68125
H -4.33950 -2.37472 -0.68100
H -2.47867 -2.23794 -0.41505
H -2.78623 -1.63653 -2.86939
H -4.50576 -0.89499 -2.64403
H -3.52097 1.28847 -1.53664
H -3.00723 1.00438 -3.33157
H 0.96608 0.47911 -3.87028
H -0.46166 -0.74703 -4.01832
H 1.38876 -1.24959 -1.40724
H 2.45068 -1.28910 -3.02194
H 0.12083 -2.84711 -3.97483
H 1.72729 -3.64310 -3.19565
H -0.44756 -2.44097 -1.18286
H -1.12811 -3.97571 -2.22146
H 0.27546 -3.94838 0.16310
H 0.03362 -5.27001 -0.81321
H -1.57770 5.31763 -1.82565
H -2.60461 3.73227 -1.48835
H -1.27577 4.37295 -0.22299
H 1.14625 3.66829 -0.66591
H -1.63752 2.11461 0.87042
C -0.00671 4.82027 5.96388
O 0.34603 4.13722 7.15510
C 1.73721 4.23513 7.45460
C 1.96376 4.20641 8.96889
O 1.63815 5.43913 9.62482
C 0.24265 5.76112 9.71030
C -0.53792 4.85890 10.67290
O -0.78927 3.58720 10.07640
C -0.85852 2.53968 11.03153
H 0.44518 4.32829 5.09585
H -1.09466 4.79465 5.86297
H 0.30539 5.86858 6.01216
H 2.16520 5.15860 7.04112
H 2.23285 3.37430 6.99237
H 3.03548 4.05963 9.14365
H 1.45737 3.36375 9.44371
H -0.21184 5.79443 8.71972
H 0.20582 6.78445 10.10296
H -1.50936 5.31513 10.89471
H 0.02763 4.75240 11.60491
H 0.05497 2.50779 11.63393
H -0.94159 1.59361 10.49139
H -1.73335 2.66750 11.67123
C 2.22864 -1.08343 -6.99845
O 2.85230 -2.29332 -7.39494
C 2.63274 -3.35534 -6.46835
C 2.60742 -4.70395 -7.19351
O 1.39093 -4.95075 -7.91123
C 1.18355 -4.16557 -9.09398
C 2.12459 -4.53209 -10.24722
O 3.42625 -3.99167 -10.02394
C 4.45342 -4.78601 -10.59693
H 2.70162 -0.69171 -6.09150
H 2.34649 -0.35609 -7.80565
H 1.15728 -1.23662 -6.83294
H 1.68691 -3.21663 -5.92698
H 3.46015 -3.33953 -5.75038
H 2.66096 -5.49245 -6.43453
H 3.47780 -4.83951 -7.83851
H 1.21098 -3.09986 -8.86503
H 0.15791 -4.38808 -9.41227
H 1.74523 -4.09957 -11.17999
H 2.16226 -5.62212 -10.34853
H 4.39563 -5.81457 -10.22666
H 5.41542 -4.36878 -10.29005
H 4.38354 -4.76782 -11.68581
*
```

The net atomic charges from Mulliken, expressed in e, are:
1. C -0.837
2. C -0.206
3. C -0.610
4. C -0.313
5. C -0.225
6. C -0.132
7. C -0.450
8. C -0.479
9. Ga -0.770
10. C -0.150
11. C -0.601
12. C -0.457
13. C 0.391
14. N -0.759
15. P 0.300
16. C -0.778
17. O -0.504
18. P 0.219
19. O -0.417
20. Cl -0.377
21. H 0.118
22. H 0.260
23. H 0.239
24. H 0.087
25. H 0.413
26. H 0.258
27. H 0.236
28. H -0.010
29. H 0.358
30. H -0.147
31. H 0.259
32. H 0.305
33. H -0.079
34. H 0.089
35. H 0.350
36. H 0.255
37. H 0.309
38. H 0.285
39. H 0.162
40. H 0.134
41. H 0.263
42. H 0.105
43. H 0.344
44. H -0.460
45. H 0.300
46. H 0.273
47. H 0.285
48. H 0.300
49. H 0.185
50. H 0.151
51. H 0.283
52. H 0.244
53. C -0.849
54. O -0.249
55. C -0.608
56. C -0.303
57. O -0.482
58. C -0.287
59. C -0.585
60. O -0.226
61. C -0.814
62. H 0.336
63. H 0.231
64. H 0.385
65. H 0.372
66. H 0.402
67. H 0.407
68. H 0.102
69. H 0.105
70. H 0.397
71. H 0.394
72. H 0.361
73. H 0.351
74. H 0.234
75. H 0.326
76. C -0.763
77. O -0.334
78. C -0.187
79. C -0.428
80. O -0.490
81. C -0.301
82. C -0.575
83. O -0.253
84. C -0.802
85. H 0.283
86. H 0.317
87. H 0.331
88. H 0.035
89. H 0.463
90. H 0.435
91. H 0.103
92. H 0.099
93. H 0.410
94. H 0.404
95. H 0.354
96. H 0.347
97. H 0.229
98. H 0.327

---

[2]
This record from the Open Molecules 2025 dataset describes a 12-piece molecular cluster, C25H60ClI2N12O23S2 overall. The level of theory is ωB97M-V with the def2-TZVPD basis set.

The value obtained for the maximum force is 2.07 eV/A. As for the HOMO energy: -11.539 eV. The calculation puts the calculated total energy at -5226.65457 Ha. The calculation puts the frontier orbital gap at 7.869 eV.

The geometry in ORCA input format:
```
! RIJCOSX wB97M-V def2-TZVPD def2/J DEFGRID3
* xyz 1 1
C -1.95724 3.44227 2.50465
C -1.52218 2.70048 3.82259
O -1.36272 1.31689 3.49521
C -0.10444 0.78687 3.87365
C 0.36195 -0.23853 2.77793
S -1.01522 -0.83891 1.65690
C 1.02288 -1.59111 3.22448
N 2.51829 -1.26925 3.22209
Cl 2.77314 -0.70071 4.86624
C 2.92172 -0.37180 2.02921
C 3.15687 -1.57073 0.99055
C 2.98562 -1.42355 -0.54431
C 2.72312 -0.09349 -1.28354
C 4.24467 -2.08109 -1.24894
C 4.16651 0.43830 2.48164
I 3.76122 2.23838 3.69637
C 5.26548 0.95282 1.50519
C 4.83974 1.88880 0.33065
I 6.79074 -0.53424 0.96224
C 1.48846 0.22506 1.71981
S 1.11147 1.98827 1.42966
H -3.05968 3.51497 2.50061
H -1.47728 4.42444 2.40001
H -1.69865 2.80181 1.64031
H -2.37953 2.81629 4.51871
H -0.65435 3.16731 4.31739
H -0.27833 0.18972 4.80565
H 0.65790 1.53746 4.14663
H -2.21069 -0.75999 2.31347
H 0.74414 -1.77452 4.27433
H 0.73082 -2.49360 2.67380
H 3.15509 -2.07869 3.24523
H 4.19220 -1.91548 1.22314
H 2.54770 -2.45822 1.27776
H 2.17902 -2.11303 -0.87603
H 2.09117 -0.29588 -2.17163
H 2.25397 0.74410 -0.75064
H 3.67155 0.28861 -1.70741
H 4.70658 -2.87106 -0.63101
H 3.87376 -2.55225 -2.18248
H 5.00112 -1.33608 -1.53984
H 4.73293 -0.20976 3.18434
H 5.89570 1.60665 2.13381
H 5.29272 2.89372 0.44593
H 5.29766 1.48768 -0.59130
H 3.75899 2.04585 0.23779
H 1.06562 -0.25520 0.81010
H 1.66216 2.41244 0.25243
C 1.45446 -5.12699 5.66742
N 2.21437 -4.70958 4.45962
O 3.38844 -4.45704 4.59131
O 1.60452 -4.64433 3.40938
H 2.12975 -5.13542 6.51616
H 0.65282 -4.40654 5.81638
H 1.05826 -6.12142 5.47741
C 1.72604 -4.32265 -5.14769
N 2.23357 -3.75324 -3.87373
O 2.05942 -4.39089 -2.85799
O 2.79286 -2.67880 -3.93170
H 1.25542 -5.27731 -4.93579
H 1.00946 -3.62042 -5.55834
H 2.57669 -4.44753 -5.81121
C -2.86420 5.31821 -1.24000
N -2.94248 5.55105 0.22432
O -1.96127 6.01246 0.76861
O -3.98062 5.26336 0.76904
H -1.88156 5.62037 -1.58740
H -3.02745 4.25722 -1.41117
H -3.64185 5.91593 -1.70785
C 1.65557 7.05057 0.75229
N 1.72399 7.23206 -0.71882
O 2.03035 6.27019 -1.39084
O 1.46680 8.33179 -1.14914
H 1.90860 6.02166 0.98711
H 2.36779 7.73607 1.20351
H 0.64000 7.28019 1.06316
C -2.95420 -1.03343 5.83336
N -2.12423 -1.68654 6.87688
O -1.32606 -0.99708 7.47174
O -2.30045 -2.87002 7.05747
H -2.68661 0.01722 5.77966
H -2.74174 -1.53434 4.89162
H -3.99542 -1.15346 6.12106
C 0.70828 -3.65745 -9.68883
N 0.70127 -3.36476 -8.23308
O 1.69850 -2.87472 -7.74844
O -0.30851 -3.63628 -7.61961
H 1.66917 -3.36340 -10.09753
H 0.54695 -4.72567 -9.80901
H -0.09728 -3.08476 -10.14319
C -3.08818 -3.33690 -1.66212
N -3.73704 -2.30356 -0.81641
O -4.12213 -2.64477 0.28332
O -3.83731 -1.19359 -1.28285
H -3.07060 -4.27291 -1.11233
H -3.67660 -3.43049 -2.57146
H -2.07959 -2.99465 -1.87907
C -1.96243 -0.06236 -10.34984
N -1.19644 -0.70420 -11.44817
O -0.53309 0.00865 -12.15942
O -1.29275 -1.90985 -11.55446
H -1.78049 1.00656 -10.37939
H -3.01413 -0.28221 -10.51329
H -1.61317 -0.49027 -9.41338
C -1.26751 -5.59533 3.28652
N -2.34708 -5.84699 2.29782
O -2.27007 -5.27721 1.23041
O -3.22673 -6.60323 2.62824
H -0.55850 -4.90536 2.85328
H -1.73025 -5.17109 4.17560
H -0.79532 -6.54959 3.50553
C -0.35755 11.48946 0.62665
N 0.43409 10.80470 1.67842
O 1.24276 11.46056 2.28994
O 0.21364 9.62617 1.84999
H -0.05369 12.52991 0.58656
H -0.15067 10.98687 -0.31510
H -1.40635 11.40096 0.89756
C -7.17229 -2.55945 0.14194
N -8.11428 -3.44202 -0.59004
O -9.08114 -3.85230 0.00831
O -7.84356 -3.69090 -1.74389
H -7.53664 -2.42420 1.15484
H -6.20145 -3.04703 0.14249
H -7.13526 -1.60970 -0.38572
*
```

Mulliken atomic charge list, values in e, 99 entries:
1. C -0.925
2. C -0.484
3. O -0.055
4. C -0.792
5. C 1.529
6. S -0.167
7. C -1.943
8. N -0.303
9. Cl 0.024
10. C 2.173
11. C -2.084
12. C 0.979
13. C -1.352
14. C -1.123
15. C -1.225
16. I 0.236
17. C -1.017
18. C -0.631
19. I 0.068
20. C -1.455
21. S -0.023
22. H 0.397
23. H 0.271
24. H 0.275
25. H 0.304
26. H 0.369
27. H 0.185
28. H 0.314
29. H 0.217
30. H 0.567
31. H 0.267
32. H 0.649
33. H 0.469
34. H 0.364
35. H 0.443
36. H 0.304
37. H 0.146
38. H 0.411
39. H 0.388
40. H -0.075
41. H 0.373
42. H 0.675
43. H 0.899
44. H 0.341
45. H 0.278
46. H 0.048
47. H 0.514
48. H 0.162
49. C -0.753
50. N 0.906
51. O -0.544
52. O -0.462
53. H 0.309
54. H 0.277
55. H 0.286
56. C -0.818
57. N 0.951
58. O -0.537
59. O -0.616
60. H 0.328
61. H 0.314
62. H 0.313
63. C -0.754
64. N 0.852
65. O -0.443
66. O -0.511
67. H 0.283
68. H 0.281
69. H 0.297
70. C -0.512
71. N 0.968
72. O -0.570
73. O -0.558
74. H 0.197
75. H 0.301
76. H 0.177
77. C -0.631
78. N 0.973
79. O -0.538
80. O -0.570
81. H 0.230
82. H 0.181
83. H 0.371
84. C -0.557
85. N 0.878
86. O -0.523
87. O -0.513
88. H 0.312
89. H 0.293
90. H 0.127
91. C -0.764
92. N 0.960
93. O -0.589
94. O -0.532
95. H 0.298
96. H 0.316
97. H 0.298
98. C -0.703
99. N 0.882